Entry 1:
The following is a quantum chemistry calculation of the molecule C12H15N at a distorted geometry, from the OMol25 dataset.

Structure (XYZ):
```
28
Properties=species:S:1:pos:R:3:forces:R:3
C -3.602871 0.660901 -0.093929 2.85 -2.49 0.18
C -2.351802 1.277037 -0.066823 -1.02 1.81 -0.79
C -3.556343 -0.717140 -0.030016 -0.76 -2.29 0.87
C -1.194106 0.525811 -0.071610 1.99 2.35 0.50
C -1.240233 -0.862600 0.034697 -0.46 0.92 0.56
C 0.025096 -1.631572 0.158238 -1.79 -1.28 -0.46
C 1.136730 -0.934802 0.155692 -2.43 2.86 -0.28
C 0.178224 1.268547 -0.034437 -1.49 -5.18 -0.37
C -0.277623 -3.190679 0.097677 1.56 2.02 0.04
C 2.550633 -1.152407 0.107564 1.48 0.26 -0.60
C 0.425406 1.979290 1.244053 1.23 0.06 -3.20
C 0.573951 1.725513 -1.424455 -0.26 -1.67 3.42
N -2.415443 -1.443933 0.115662 -1.45 -0.17 -0.66
H -4.497580 1.134637 -0.140793 -2.39 1.59 -0.16
H -2.422976 2.417094 -0.163650 0.85 -1.66 0.32
H -4.493109 -1.401927 0.031531 1.50 1.58 -0.25
H -0.022015 -3.575895 1.101764 0.53 -0.53 -0.96
H 0.250220 -3.472256 -0.841189 0.00 -0.82 1.18
H -1.330218 -3.358824 -0.026583 -0.38 0.18 -0.15
H 2.928563 -1.661831 -0.792423 -0.33 0.34 -0.09
H 2.915690 -1.756229 0.894847 0.18 -0.90 1.20
H 3.089150 -0.216428 0.240347 0.15 0.15 -0.30
H 1.450268 2.090812 1.353956 2.22 0.45 0.29
H 0.105810 1.490082 2.049156 -1.49 -2.46 3.08
H 0.014488 2.920533 1.317065 -1.14 2.46 -0.30
H 0.731311 0.883544 -2.001328 0.67 -1.64 -1.29
H 1.384577 2.317175 -1.305708 2.78 1.96 -0.34
H -0.215892 2.207398 -1.824818 -2.59 2.11 -1.44
```
Positions in Å, forces in eV/Å.

Calculated values
Gap between HOMO and LUMO (alpha / beta) ... 8.638 / 8.636 eV
Total energy ... -520.84275 hartree
Largest force on an atom ... 5.401 eV Å⁻¹
HOMO (alpha / beta) ... -7.83 / -7.83 eV
LUMO (alpha / beta) ... 0.8 / 0.8 eV

=====

Entry 2:
The following is a quantum chemistry calculation of a 6-piece molecular cluster, C4H22N2O5 overall at a distorted geometry, from the OMol25 dataset.

Structure (XYZ):
```
33
Properties=species:S:1:pos:R:3:forces:R:3
C 1.650826 -0.583250 1.281484 -2.02 -1.01 0.66
N 1.006956 0.556824 0.712048 1.37 -1.52 -2.72
C 0.456143 0.286810 -0.659437 -0.24 1.54 0.28
C 0.696556 1.510504 -1.544159 -0.28 0.44 0.86
C 2.181926 1.672117 -1.979478 -0.33 -0.57 -1.13
N 2.946449 0.435851 -2.151999 -0.23 0.72 0.40
H 0.815093 -1.294541 1.498456 0.09 0.30 0.44
H 2.034576 -1.208138 0.467321 0.82 0.31 -0.03
H 2.240171 -0.462871 2.180193 0.28 0.38 -0.24
H 1.555861 1.407719 0.620616 -0.20 0.60 1.03
H -0.606735 0.060513 -0.669637 -0.07 -0.05 0.64
H 0.938595 -0.594807 -1.073067 -0.02 -0.19 0.24
H 0.382742 2.431094 -1.022251 0.12 -0.20 0.16
H -0.083178 1.462030 -2.304605 0.63 -0.20 -0.69
H 2.746456 2.314774 -1.311141 -0.06 0.09 0.27
H 2.185209 2.183740 -2.943992 0.00 0.14 0.11
H 3.219135 0.064003 -1.253668 0.14 -0.40 -0.22
H 2.479589 -0.247766 -2.728204 0.07 -0.17 0.01
H -2.152122 -1.074163 -0.587325 -0.25 0.08 -0.37
H -2.607378 -1.782122 0.598338 -0.22 -0.46 0.22
O -2.500889 -1.933941 -0.346675 0.52 -0.53 0.08
H -0.065251 -2.900977 -2.348861 -0.39 -0.45 0.03
H -0.517184 -2.660147 -0.841951 -0.55 -0.34 -0.48
O 0.108469 -2.427001 -1.538767 0.85 0.58 0.33
H -2.000591 -0.695101 2.599342 -0.41 0.01 0.02
H -1.408678 -1.560727 3.728764 -0.19 -0.11 0.06
O -1.579797 -1.542744 2.781799 0.44 0.18 -0.28
H -1.351098 2.118645 2.302389 -0.51 0.47 0.03
H -1.260116 0.901327 3.088867 -0.29 -0.03 0.49
O -1.928134 1.554888 2.836005 1.11 -0.17 -0.22
H -2.718661 1.298459 0.179453 -0.26 0.30 0.16
H -3.837950 0.273730 -0.032620 -0.08 -0.02 -0.01
O -3.026990 0.435270 0.462763 0.14 0.28 -0.16
```
Positions in Å, forces in eV/Å.

Calculated values
Gap between HOMO and LUMO (alpha / beta) ... 9.924 / 5.084 eV
Total energy ... -650.94725 hartree
Spin multiplicity ... 2
Largest force on an atom ... 3.407 eV Å⁻¹
HOMO (alpha / beta) ... -13.10 / -13.06 eV
Net charge ... +1
LUMO (alpha / beta) ... -3.2 / -8.0 eV

=====

Calculated relative energy (zero: lowest compared OMol25 entry of this formula, charge and spin) (kJ/mol), listed in the same order as above: 510.95, 59.91